Density functional theory data (wB97M-V/def2-TZVPD) for a molecular structure, H39O19 in a non-equilibrium geometry.

Positions of all 58 atoms, in Å:
O -3.244864 2.233563 -1.444890
H -4.108351 2.232188 -1.014376
H -2.539916 2.514558 -0.858237
O -3.030797 -2.711609 -0.734728
H -2.980510 -2.118176 -1.494979
H -3.660974 -3.307942 -1.024127
O -1.673592 3.000701 3.203143
H -2.541081 3.311819 3.219533
H -1.463854 2.461822 3.934616
O 1.990211 2.387580 -1.442456
H 2.336974 2.911708 -0.680560
H 1.437240 3.158546 -1.845814
O -0.710504 -1.192186 -0.391215
H -0.494473 -2.071011 -0.635158
H -1.687142 -1.116620 -0.216323
O -1.742347 1.940678 -3.619155
H -1.043007 1.252392 -4.003308
H -2.473325 1.733991 -4.294619
O 1.800770 0.733231 3.600751
H 2.322427 0.845431 4.325666
H 1.084965 0.081176 3.749903
O -0.633494 1.919111 0.878406
H -0.441597 2.241542 1.682793
O 4.141110 0.990552 0.692304
H 4.884402 0.605587 0.321446
H 3.825291 0.691118 1.663584
O -0.849097 -4.176260 -0.726080
H -1.732682 -3.851140 -0.927116
H 0.516076 -3.533323 -3.256264
O -3.705908 -1.585974 2.230477
H -4.510759 -1.168528 1.927575
H -3.643317 -2.360518 1.826559
O 2.308438 2.449769 2.040161
H 2.548434 2.475288 2.907490
H 1.517529 2.837247 2.152264
O 1.852319 0.510564 0.246309
H -0.768339 -4.999596 -0.942671
H 1.405398 1.519773 0.375131
O 3.522080 -1.027748 2.375707
H 2.838077 -0.352864 2.433078
H 4.311178 -0.439111 2.525384
O -2.818094 -1.199694 -3.106321
H -1.878571 -0.840067 -2.825675
H -3.311617 -0.320955 -3.060095
O -1.104525 -0.330674 2.187501
H -0.552134 -0.925064 1.647886
H -1.851447 -0.663414 2.792304
O 0.944186 0.156814 -2.048316
H 0.081238 0.736979 -1.702303
H 0.661376 -0.788857 -1.815341
O 0.220185 -2.725810 -2.826837
H 0.447009 -2.627973 -1.933503
H 1.605456 0.558853 -0.831307
O 3.823821 -1.437249 -1.979716
H 3.746200 -1.268139 -2.854185
H 2.947632 -1.332181 -1.892473
H 2.993180 1.003250 0.082240
H -0.916865 0.976845 1.405909

Cartesian forces, eV/Å:
O -0.560 -0.470 -0.571
H 0.546 0.285 0.396
H -0.211 0.060 0.515
O 1.432 1.549 0.953
H 0.052 0.535 -0.722
H -2.336 -2.062 -0.631
O 2.414 0.205 -1.516
H -2.133 0.559 0.410
H -0.217 -0.722 1.452
O -1.067 4.059 -0.148
H 0.155 -0.538 -0.589
H 1.211 -2.181 0.455
O -1.193 1.976 0.676
H -0.583 -1.834 0.193
H 1.424 -0.553 -0.228
O 0.994 -3.298 -3.120
H -1.777 2.307 1.232
H 1.237 0.853 1.585
O -3.165 -1.245 -2.813
H 1.902 -0.120 3.653
H 0.699 0.515 0.312
O -1.361 -5.055 -2.726
H 0.913 3.273 4.386
O -3.164 2.186 3.067
H 2.298 -1.743 -0.771
H 1.459 0.796 -3.922
O -0.066 7.416 2.379
H -0.216 0.030 0.055
H 0.242 -0.042 0.759
O -0.169 5.312 3.037
H -0.195 0.063 -0.064
H 0.426 -5.334 -2.893
O 3.310 -0.461 -4.132
H 1.849 -0.201 3.606
H -4.898 2.224 -0.191
O -0.113 5.375 -2.372
H 0.742 -7.646 -2.023
H 0.705 -4.035 0.354
O 1.686 1.191 0.216
H -1.159 -0.342 0.346
H -0.427 -1.876 0.377
O 1.920 2.977 1.302
H -2.428 -1.309 -0.991
H 0.618 -1.566 -0.101
O -0.600 0.470 1.601
H -0.902 -0.512 0.458
H 1.638 -0.138 -2.020
O -3.673 0.400 1.107
H 3.018 -2.292 -1.406
H 0.190 2.252 -0.663
O -0.813 1.227 -2.612
H 0.859 -1.376 1.426
H 0.160 -1.290 1.639
O 4.087 -1.001 2.939
H 1.357 0.765 -5.177
H -5.392 0.349 2.249
H -1.097 -2.095 1.521
H 0.373 2.132 -2.256

Output
Orbital gap   10.789 eV
Total charge   +1
E_HOMO   -13.4 eV
LUMO level   -0.095 Ha
Energy relative to the best compared isomer or geometry (same formula, charge and spin)   683.2 kJ/mol

***

Density functional theory data (wB97M-V/def2-TZVPD) for a molecular structure, H39O20 in a non-equilibrium geometry.

Positions of all 59 atoms, in Å:
O -1.616408 -0.634046 -0.873641
H 2.571596 3.428801 -2.167293
O -2.699142 1.210314 2.285009
H -1.773288 1.347764 1.626822
H -2.440346 0.386474 2.667081
O -1.076436 -3.308461 2.531838
H 1.361581 -2.261780 -1.054971
H -1.448228 -3.284139 1.667179
O -5.145042 2.989986 -1.109035
H -4.533988 2.342368 -1.488462
H 3.176364 -1.142237 1.457442
O 2.989843 -0.546781 2.144584
H -2.182862 0.189865 -0.872225
H -0.831958 -2.480884 2.736672
O -3.531507 -2.617225 2.551418
H -0.705516 -0.374103 -0.695243
H -5.406590 2.744713 -0.229185
O 2.660818 0.355112 -2.559412
H 2.492427 1.320274 -2.594004
H 3.480329 0.337061 -2.948444
O -2.734247 -2.640964 -2.760016
H -3.100516 -3.558429 2.586535
H 0.793040 -1.613072 -4.348944
O 5.146029 -0.786036 0.069333
H 4.441118 -0.940812 -0.538327
H 5.389088 -1.664218 0.219146
O 1.708611 -4.996324 -0.103919
H 2.398106 -4.551476 -0.642335
H 0.974798 -4.353307 -0.320750
O -0.468109 0.833343 0.959818
H -5.355678 1.501711 0.948052
H 0.125530 1.622824 0.787880
O 3.028479 3.542232 -3.010497
H 0.420926 2.968472 -0.046460
H -3.172125 -1.861471 2.916817
O -5.612316 1.688670 1.873511
H -4.863209 1.759676 2.430569
H -2.338764 -1.979985 -2.119781
O 2.112213 -1.976262 -1.432693
H -1.914604 -2.832952 -3.265545
H 2.355327 -1.140617 -1.394010
O 3.069527 3.604194 3.338679
H 3.586548 2.877861 3.797819
H 2.354559 3.633325 4.028257
O 0.115337 -0.688273 2.889986
H -0.148339 -0.173858 3.511940
H 2.084752 -0.661807 2.648668
O -0.186282 3.517984 0.360466
H -0.290723 -0.107727 1.730436
H -0.015628 3.173689 1.311862
O 0.710092 -1.368835 -5.331308
H 1.364749 -0.899323 -5.463056
H 3.957730 3.589266 -2.547111
O 2.927539 1.540345 0.463018
H 2.644126 0.949661 1.226641
H 3.725406 1.125540 0.286325
O -3.619584 0.618279 -2.445174
H -2.784087 0.138018 -2.505938
H -4.171056 0.107554 -3.186017

Cartesian forces, eV/Å:
O -1.291 0.318 -1.145
H -0.877 0.179 -0.052
O 2.271 1.498 -2.149
H -2.461 -0.762 1.680
H 0.121 -0.921 0.517
O -0.402 -5.827 -0.457
H -3.971 -0.486 2.330
H -0.261 0.313 -0.952
O 0.033 0.451 -1.002
H -0.148 -0.123 0.422
H -0.309 -1.525 -1.046
O -1.849 1.754 3.165
H 1.310 -1.266 0.735
H 1.812 5.341 1.228
O -2.645 -4.969 -2.101
H -0.283 0.645 0.486
H 0.120 -0.129 0.432
O -2.756 1.279 1.088
H -0.251 -0.642 0.249
H 3.251 -0.503 -1.589
O 1.824 0.945 0.308
H -0.468 3.902 0.819
H -0.286 0.526 -2.199
O -0.120 1.772 -0.096
H -1.048 0.313 -0.948
H 1.136 -2.170 0.845
O -0.584 1.947 -1.289
H -0.090 -0.640 0.516
H 0.688 -1.367 0.788
O 0.378 0.564 -0.377
H 0.418 -0.255 1.428
H -0.810 -2.647 0.874
O 2.952 -0.239 2.164
H 2.138 -1.313 -2.229
H 2.083 1.322 1.431
O -2.127 0.059 -1.606
H 1.821 -0.125 0.211
H -0.834 -0.736 -0.287
O 3.107 -6.047 -2.735
H -0.933 -0.139 0.094
H 0.645 6.454 0.479
O -0.207 -1.531 2.524
H -0.345 1.063 -1.325
H 0.512 0.467 -1.200
O 2.358 -5.344 -7.719
H -2.711 5.338 6.278
H 1.434 -0.424 -1.768
O -1.005 0.784 3.927
H 1.405 1.440 1.242
H -0.888 1.550 -1.852
O -9.850 -7.938 4.557
H 10.185 7.443 -2.259
H -2.116 0.009 -1.877
O -2.823 0.564 1.247
H 0.214 0.743 -0.816
H 2.658 -0.993 -0.746
O -1.839 -1.673 -2.742
H 0.102 0.023 -0.060
H 1.615 1.733 2.557

Output
Orbital gap   8.678 eV
Total charge   -1
E_HOMO   -7.0 eV
LUMO level   0.063 Ha
Energy relative to the best compared isomer or geometry (same formula, charge and spin)   785.2 kJ/mol

***

Density functional theory data (wB97M-V/def2-TZVPD) for a molecular structure, H3N2OS in a non-equilibrium geometry.

Positions of all 7 atoms, in Å:
N -0.285504 -0.994073 0.745471
N 0.271795 0.026771 0.989641
O -0.791813 -1.422240 -0.389049
S 0.823722 1.215841 -1.522834
H -0.626612 -1.675908 1.567347
H 0.584434 0.656913 -0.164202
H 0.023978 2.192696 -1.226374

Cartesian forces, eV/Å:
N -2.899 -2.482 -0.186
N 1.193 1.040 1.269
O 0.625 -0.113 1.090
S 1.219 0.062 -1.653
H 0.948 1.136 -1.342
H -0.321 -0.719 0.654
H -0.767 1.077 0.168

Output
Orbital gap   7.595 eV
Total charge   -1
E_HOMO   -3.2 eV
LUMO level   0.162 Ha
Energy relative to the best compared isomer or geometry (same formula, charge and spin)   201.6 kJ/mol

***

Density functional theory data (wB97M-V/def2-TZVPD) for a molecular structure, H3N2OS in a non-equilibrium geometry.

Positions of all 7 atoms, in Å:
N 0.024241 -1.145719 0.103325
N -0.117474 -0.147436 0.916332
O 1.043494 -1.640670 -0.510885
S -0.976513 1.551351 -0.269354
H -0.808175 -1.724367 0.140805
H 0.644630 0.528214 0.848852
H -0.338004 2.645795 0.180688

Cartesian forces, eV/Å:
N -0.096 0.126 2.716
N 0.281 -2.243 -0.813
O 0.185 0.806 -0.534
S -0.868 1.976 -1.058
H -0.097 -0.139 -0.258
H 0.652 -0.701 0.055
H -0.057 0.176 -0.108

Output
Orbital gap (spin up / spin down)   6.518 / 6.518 eV
Total charge   -1
E_HOMO (spin up / spin down)   -2.1 / -2.1 eV
LUMO level (spin up / spin down)   0.163 / 0.163 Ha
Energy relative to the best compared isomer or geometry (same formula, charge and spin)   250.7 kJ/mol

***

Density functional theory data (wB97M-V/def2-TZVPD) for a molecular structure, H3N2P in a non-equilibrium geometry.

Positions of all 6 atoms, in Å:
N -1.291323 0.493628 -0.044067
N 1.067654 -0.483269 -0.222739
P -0.077203 0.280559 0.906164
H -2.363236 1.108440 0.423570
H 0.714655 -0.551587 -1.213528
H 1.949454 -0.847770 0.150601

Cartesian forces, eV/Å:
N -7.309 3.125 0.746
N -1.317 0.717 0.312
P 3.620 -1.374 0.203
H 4.597 -2.551 -2.224
H 1.228 -0.106 1.829
H -0.819 0.189 -0.866

Output
Orbital gap (spin up / spin down)   6.852 / 6.821 eV
E_HOMO (spin up / spin down)   -6.0 / -9.4 eV
LUMO level (spin up / spin down)   0.033 / -0.095 Ha
Energy relative to the best compared isomer or geometry (same formula, charge and spin)   0.0 kJ/mol
Expectation value of S²   2.013
Spin multiplicity   3

***

Density functional theory data (wB97M-V/def2-TZVPD) for a single H3N3 molecule in a non-equilibrium geometry.

Positions of all 6 atoms, in Å:
N 0.593062 -0.371446 0.484608
N 0.159168 0.110258 -0.746716
N -0.784575 -0.148932 0.253570
H 0.585479 -1.391555 0.362457
H 0.599827 0.972664 -0.966414
H -1.152961 0.829012 0.612495

Cartesian forces, eV/Å:
N 0.764 -0.913 1.725
N 0.742 -2.393 -3.406
N -3.141 3.746 0.675
H 0.702 0.258 0.219
H -0.473 1.655 0.810
H 1.406 -2.353 -0.023

Output
Orbital gap   10.881 eV
E_HOMO   -9.4 eV
LUMO level   0.053 Ha
Energy relative to the best compared isomer or geometry (same formula, charge and spin)   493.7 kJ/mol
SMILES   [nH]1[nH][nH]1